# 1
C22H40AgF4NO8 | ωB97M-V/def2-TZVPD

CARTESIAN COORDINATES (ANGSTROEM)
Ag: -5.575 -35.781 4.272
C: -5.516 -39.064 5.448
O: -6.464 -39.606 6.378
O: -5.556 -37.740 5.767
C: -4.112 -39.750 5.538
F: -3.165 -39.081 4.878
F: -3.708 -39.889 6.814
F: -4.194 -40.983 4.996
C: -7.234 -40.744 5.989
C: -7.566 -41.464 7.258
H: -6.740 -41.562 7.964
H: -8.304 -40.915 7.850
H: -7.966 -42.474 7.132
H: -6.674 -41.324 5.250
H: -8.165 -40.418 5.508
H: -5.888 -39.242 4.425
C: -6.010 -33.986 1.244
C: -7.537 -34.136 1.370
C: -8.036 -34.878 0.121
C: -9.315 -35.700 0.271
C: -9.252 -36.594 1.472
C: -9.028 -35.813 2.769
N: -7.828 -34.959 2.563
O: -7.483 -34.241 3.738
C: -10.236 -34.975 3.144
C: -8.689 -36.876 3.833
C: -8.198 -32.723 1.416
H: -5.522 -34.960 1.242
H: -5.624 -33.472 2.126
H: -5.841 -33.406 0.337
H: -8.177 -34.190 -0.716
H: -7.281 -35.588 -0.232
H: -9.407 -36.315 -0.627
H: -10.180 -35.035 0.335
H: -8.519 -37.392 1.355
H: -10.248 -37.040 1.554
H: -11.061 -35.658 3.365
H: -10.078 -34.418 4.071
H: -10.553 -34.272 2.376
H: -7.815 -37.432 3.503
H: -8.503 -36.466 4.825
H: -9.619 -37.449 3.849
H: -8.014 -32.262 2.387
H: -9.281 -32.777 1.273
H: -7.914 -32.036 0.618
H: -8.217 -33.611 3.816
C: -3.308 -38.376 1.871
C: -4.768 -37.960 1.620
O: -5.385 -37.317 2.433
C: -5.376 -38.336 0.296
H: -3.263 -39.352 2.360
H: -2.916 -37.659 2.589
H: -2.772 -38.543 0.938
H: -6.338 -37.821 0.240
H: -5.638 -39.389 0.181
H: -4.749 -38.002 -0.531
C: -0.722 -35.549 3.110
C: -1.714 -35.217 4.203
O: -2.840 -35.646 4.180
C: -1.168 -34.445 5.391
H: -0.098 -36.374 3.461
H: -0.116 -34.696 2.814
H: -1.284 -35.972 2.277
H: -1.346 -33.370 5.319
H: -0.107 -34.646 5.530
H: -1.709 -34.719 6.298
C: -4.174 -32.662 8.650
C: -4.723 -31.436 7.873
O: -5.145 -32.034 6.691
C: -4.557 -33.237 6.524
O: -4.546 -33.889 5.520
O: -3.824 -33.528 7.576
F: -3.749 -30.532 7.586
H: -5.002 -33.006 9.272
H: -3.369 -32.414 9.336
H: -5.497 -31.008 8.507

Output
LUMO energy: 0.398 eV
gap between HOMO and LUMO: 7.21 eV
energy relative to the best compared isomer or geometry (same formula, charge and spin): 0.0 kcal per mole
maximum force: 0.0672 hartree/bohr
energy: -56199.1693 eV


# 2
C33H44N2O5 | ωB97M-V/def2-TZVPD

CARTESIAN COORDINATES (ANGSTROEM)
C: -3.413 -1.778 2.745
O: -3.114 -0.422 2.357
C: -1.824 -0.091 2.412
O: -0.983 -0.848 2.880
C: -1.569 1.330 1.971
C: -2.638 1.949 1.080
C: -1.914 2.900 0.128
C: -0.410 2.622 0.272
N: -0.265 1.477 1.254
C: 0.855 1.522 2.057
C: 1.710 0.277 2.350
C: 2.865 0.462 3.405
C: 2.850 1.745 4.260
C: 1.511 2.470 4.273
C: 1.051 2.771 2.843
H: -4.496 -1.785 2.861
H: -3.100 -2.458 1.944
H: -2.917 -2.048 3.683
H: -1.552 1.896 2.920
H: -3.213 1.202 0.518
H: -3.337 2.488 1.731
H: -2.234 2.757 -0.914
H: -2.138 3.947 0.395
H: 0.047 2.345 -0.684
H: 0.089 3.545 0.618
H: 0.979 -0.328 2.906
H: 2.865 -0.409 4.100
H: 3.858 0.436 2.947
H: 3.104 1.509 5.301
H: 3.647 2.434 3.931
H: 0.731 1.851 4.755
H: 1.568 3.406 4.850
H: 1.749 3.423 2.289
H: 0.098 3.311 2.890
C: 7.486 1.326 1.805
C: 7.107 0.400 0.637
C: 6.776 1.256 -0.584
C: 8.309 -0.486 0.287
C: 5.904 -0.474 1.062
C: 4.604 -0.224 0.677
C: 3.529 -1.006 1.154
C: 2.083 -0.458 1.115
C: 1.162 -1.645 0.749
C: 0.789 -2.536 1.766
C: 0.152 -3.744 1.506
C: -0.226 -3.998 0.178
N: -1.152 -5.067 -0.072
O: -1.583 -5.258 -1.232
O: -1.537 -5.749 0.911
C: 0.090 -3.115 -0.870
C: 0.778 -1.943 -0.567
C: 3.833 -2.229 1.772
C: 5.075 -2.483 2.308
C: 5.300 -3.652 3.299
C: 6.591 -4.394 2.947
C: 4.151 -4.662 3.245
C: 5.392 -3.095 4.729
C: 6.115 -1.478 2.112
O: 7.114 -1.421 2.880
H: 7.739 0.710 2.675
H: 8.343 1.956 1.533
H: 6.632 1.967 2.057
H: 6.464 0.630 -1.429
H: 5.986 1.982 -0.362
H: 7.670 1.817 -0.886
H: 8.053 -1.170 -0.530
H: 9.149 0.145 -0.024
H: 8.613 -1.073 1.157
H: 4.368 0.615 0.017
H: 2.037 0.267 0.289
H: 1.027 -2.316 2.804
H: -0.059 -4.473 2.297
H: -0.211 -3.369 -1.885
H: 1.032 -1.249 -1.366
H: 3.072 -2.995 1.883
H: 7.444 -3.712 2.982
H: 6.749 -5.213 3.657
H: 6.511 -4.807 1.935
H: 3.194 -4.204 3.527
H: 4.064 -5.092 2.238
H: 4.347 -5.475 3.957
H: 4.465 -2.561 4.979
H: 5.527 -3.913 5.449
H: 6.233 -2.395 4.797

Output
LUMO energy: -2.548 eV
gap between HOMO and LUMO: 3.34 eV
energy relative to the best compared isomer or geometry (same formula, charge and spin): 108.1 kcal per mole
maximum force: 0.0850 hartree/bohr
energy: -48146.0417 eV


# 3
C5H22AgB2NO2 | ωB97M-V/def2-TZVPD

CARTESIAN COORDINATES (ANGSTROEM)
Ag: 26.985 0.533 21.224
B: 28.987 0.124 22.688
H: 29.000 0.087 21.609
H: 28.038 0.454 23.080
H: 29.214 -0.817 23.164
H: 29.770 0.764 23.063
B: 28.674 2.196 19.622
H: 27.697 1.739 19.658
H: 29.101 2.187 18.631
H: 28.457 3.219 19.887
H: 29.265 1.669 20.354
C: 27.509 -2.023 19.517
O: 28.208 -0.816 19.296
H: 28.154 -2.782 19.074
H: 27.264 -2.241 20.557
H: 26.518 -2.185 19.094
C: 24.943 -0.338 23.275
C: 24.280 0.794 22.477
C: 24.768 2.179 22.798
O: 26.161 2.174 22.545
C: 26.732 3.500 22.549
N: 24.440 0.546 21.094
H: 24.417 -0.577 24.199
H: 25.910 -0.097 23.715
H: 25.004 -1.301 22.768
H: 23.218 0.932 22.681
H: 24.558 2.359 23.852
H: 24.383 2.945 22.124
H: 27.819 3.437 22.504
H: 26.467 3.979 23.491
H: 26.483 4.114 21.683
H: 23.802 1.094 20.536
H: 24.209 -0.418 20.899

Output
LUMO energy: 4.930 eV
gap between HOMO and LUMO: 3.88 eV
energy relative to the best compared isomer or geometry (same formula, charge and spin): 27.2 kcal per mole
total charge: -2
maximum force: 0.0969 hartree/bohr
energy: -16469.0787 eV


# 4
C39H64F12NO13P2 | ωB97M-V/def2-TZVPD

CARTESIAN COORDINATES (ANGSTROEM)
C: -5.452 -1.385 0.674
C: -4.158 -1.185 0.893
C: -2.612 -0.751 0.984
C: -1.893 -1.458 2.244
N: -0.400 -1.605 2.131
C: 0.298 -0.516 1.363
C: 1.855 -0.980 1.111
C: 2.624 -1.410 2.459
O: 3.549 -2.298 2.334
O: 2.349 -0.941 3.785
C: -0.307 -0.264 -0.133
C: -0.488 1.294 -0.517
C: 0.655 2.284 0.054
C: 1.184 3.378 -1.045
C: 2.784 3.619 -0.844
C: 3.153 4.226 0.611
C: 3.813 3.090 1.606
C: 4.686 3.879 2.710
C: 5.121 3.004 3.999
C: 3.988 2.002 4.568
C: 2.850 2.693 5.481
C: 2.044 3.901 4.773
C: 0.498 4.048 5.221
O: -0.321 4.123 3.990
C: -0.384 5.490 3.501
C: -1.752 -1.029 -0.365
P: -1.509 -2.913 -0.711
O: -0.323 -3.191 -1.675
P: -2.688 -0.360 -1.910
C: -1.472 -0.648 -3.380
O: -4.054 -1.333 -2.292
H: -6.607 -1.318 0.782
H: -2.609 0.396 1.202
H: -2.321 -2.542 2.332
H: -2.110 -0.895 3.243
H: -0.034 -1.611 3.117
H: -0.086 -2.520 1.728
H: 0.280 0.429 2.032
H: 2.486 -0.170 0.594
H: 1.805 -1.882 0.400
H: 1.714 -0.182 3.794
H: 0.427 -0.734 -0.900
H: -1.518 1.710 -0.168
H: -0.470 1.415 -1.679
H: 1.571 1.765 0.516
H: 0.162 2.905 0.905
H: 0.925 3.014 -2.120
H: 0.589 4.356 -0.888
H: 3.306 2.619 -1.093
H: 3.087 4.406 -1.638
H: 3.767 5.200 0.586
H: 2.134 4.502 1.112
H: 2.920 2.499 2.025
H: 4.448 2.416 0.909
H: 4.072 4.776 3.091
H: 5.672 4.203 2.184
H: 6.072 2.358 3.794
H: 5.426 3.722 4.867
H: 4.547 1.245 5.264
H: 3.471 1.354 3.764
H: 3.285 2.970 6.523
H: 2.058 1.858 5.701
H: 2.638 4.878 4.907
H: 2.035 3.688 3.626
H: 0.110 3.215 5.914
H: 0.376 5.082 5.731
H: -1.079 6.148 4.153
H: -0.816 5.496 2.415
H: 0.656 6.001 3.430
H: -2.741 -3.362 -1.347
H: -1.431 -3.682 0.526
H: -1.378 -1.775 -3.652
H: -0.437 -0.173 -3.199
H: -1.924 -0.130 -4.324
H: -4.717 -0.829 -2.845
C: -3.179 -2.039 -9.479
C: -2.183 -0.928 -9.207
O: -2.835 0.221 -8.642
C: -3.140 0.142 -7.326
O: -2.899 -0.815 -6.627
C: -3.791 1.439 -6.850
F: -4.773 1.863 -7.679
F: -2.898 2.453 -6.768
F: -4.352 1.324 -5.625
H: -3.994 -1.677 -10.112
H: -2.692 -2.883 -9.972
H: -3.634 -2.399 -8.552
H: -1.732 -0.604 -10.149
H: -1.366 -1.264 -8.559
C: 3.540 -3.625 -1.547
C: 3.057 -2.290 -2.081
O: 4.065 -1.668 -2.893
C: 4.194 -2.152 -4.154
O: 3.525 -3.049 -4.607
C: 5.268 -1.379 -4.915
F: 6.407 -1.230 -4.199
F: 4.858 -0.130 -5.241
F: 5.623 -1.978 -6.071
H: 4.484 -3.504 -1.009
H: 2.800 -4.062 -0.873
H: 3.726 -4.332 -2.359
H: 2.862 -1.612 -1.245
H: 2.121 -2.390 -2.639
C: 2.709 -4.991 3.677
C: 2.660 -6.336 2.978
O: 3.489 -7.294 3.652
C: 2.969 -7.836 4.781
O: 1.882 -7.558 5.229
C: 3.932 -8.863 5.373
F: 5.203 -8.402 5.446
F: 3.980 -9.996 4.635
F: 3.592 -9.237 6.625
H: 3.742 -4.646 3.772
H: 2.135 -4.246 3.122
H: 2.302 -5.055 4.689
H: 3.056 -6.235 1.964
H: 1.635 -6.711 2.887
C: -9.735 2.913 -1.419
C: -9.092 2.089 -0.320
O: -7.669 2.011 -0.502
C: -6.962 3.106 -0.126
O: -7.455 4.107 0.336
C: -5.467 2.874 -0.337
F: -5.187 2.355 -1.556
F: -4.954 2.008 0.572
F: -4.741 4.007 -0.233
H: -9.468 2.515 -2.402
H: -10.823 2.911 -1.317
H: -9.389 3.949 -1.392
H: -9.473 1.065 -0.361
H: -9.332 2.481 0.674

Output
LUMO energy: -3.311 eV
gap between HOMO and LUMO: 7.80 eV
energy relative to the best compared isomer or geometry (same formula, charge and spin): 27.4 kcal per mole
total charge: +1
maximum force: 0.1435 hartree/bohr
energy: -120761.5625 eV


# 5
C23H29N3O3 | ωB97M-V/def2-TZVPD

CARTESIAN COORDINATES (ANGSTROEM)
C: -3.103 2.171 2.803
C: -3.495 1.772 1.390
C: -3.178 0.317 1.034
N: -3.134 0.335 -0.422
C: -2.867 -0.725 -1.225
O: -2.855 -0.629 -2.440
C: -2.582 -2.033 -0.507
C: -2.116 -3.112 -1.475
C: -0.712 -2.872 -2.042
C: 0.221 -3.638 -1.092
N: -0.643 -4.698 -0.599
C: -1.975 -4.415 -0.695
O: -2.873 -5.059 -0.197
C: -3.273 1.689 -0.954
C: -2.844 2.549 0.235
N: -1.395 2.536 0.412
C: -0.491 2.578 -0.610
O: -0.738 3.009 -1.720
C: 0.853 2.010 -0.274
C: 1.390 0.673 -0.845
C: 2.530 1.241 0.048
C: 3.859 0.631 0.307
C: 4.253 0.298 1.597
C: 5.497 -0.274 1.830
C: 6.358 -0.519 0.772
C: 5.971 -0.190 -0.521
C: 4.730 0.381 -0.751
C: 1.439 1.581 1.096
C: 2.230 2.622 -0.608
H: -2.054 1.960 3.023
H: -3.274 3.235 2.969
H: -3.694 1.618 3.535
H: -4.572 1.921 1.277
H: -2.213 0.014 1.460
H: -3.938 -0.368 1.417
H: -1.827 -1.863 0.269
H: -3.485 -2.368 0.013
H: -2.863 -3.226 -2.258
H: -0.643 -3.299 -3.042
H: -0.464 -1.815 -2.121
H: 1.092 -4.044 -1.606
H: 0.579 -3.004 -0.273
H: -0.335 -5.415 0.036
H: -2.659 1.812 -1.839
H: -4.311 1.914 -1.216
H: -3.217 3.571 0.155
H: -1.052 2.117 1.261
H: 0.906 -0.238 -0.485
H: 1.568 0.655 -1.919
H: 3.582 0.490 2.426
H: 5.793 -0.527 2.840
H: 7.327 -0.964 0.952
H: 6.639 -0.379 -1.351
H: 4.431 0.638 -1.761
H: 1.674 2.383 1.798
H: 0.969 0.725 1.588
H: 2.462 2.721 -1.667
H: 2.521 3.501 -0.032

Output
LUMO energy: 0.362 eV
gap between HOMO and LUMO: 9.65 eV
energy relative to the best compared isomer or geometry (same formula, charge and spin): 67.0 kcal per mole
maximum force: 0.0048 hartree/bohr
energy: -34934.7699 eV